A:
{"formula": "C5H13NS", "method": "ωB97M-V/def2-TZVPD", "spin_multiplicity": 1, "e_homo_ev": -8.287, "smiles": "CCN[C@@H](C)CS", "orbital_gap_ev": 9.255, "elements": ["C", "C", "N", "C", "C", "C", "S", "H", "H", "H", "H", "H", "H", "H", "H", "H", "H", "H", "H", "H"], "positions_angstrom": [[3.2179, -0.1023, 0.8830], [1.8337, -0.2548, 1.5734], [0.7890, 0.6898, 0.9827], [-0.4198, 0.1448, 0.4337], [-1.6630, 0.9438, 0.9265], [-0.4155, 0.1586, -1.1687], [-1.7334, -0.8654, -1.7549], [3.8880, 0.5707, 1.5539], [3.7406, -1.0870, 0.6005], [3.4911, 0.3866, -0.2078], [1.9608, -0.0662, 2.6215], [1.5506, -1.3384, 1.6189], [1.3318, 1.4282, 0.4740], [-0.3990, -0.8247, 0.8656], [-2.1704, 0.3172, 1.5846], [-1.4680, 1.7923, 1.5211], [-2.4640, 1.3179, 0.2605], [-0.6892, 1.1847, -1.4301], [0.5082, -0.0231, -1.7226], [-2.3890, 0.0196, -2.4276]], "lowdin_charge": [-0.15, -0.25, -0.07, -0.45, -0.07, -0.54, 0.73, 0.08, 0.07, 0.11, 0.08, 0.11, 0.12, 0.10, 0.04, 0.05, 0.08, 0.07, 0.06, -0.18]}

***

B:
{"formula": "C5H13NS", "method": "ωB97M-V/def2-TZVPD", "spin_multiplicity": 1, "e_homo_ev": -9.019, "smiles": "CCCNCCS", "orbital_gap_ev": 9.984, "elements": ["C", "C", "C", "N", "C", "C", "S", "H", "H", "H", "H", "H", "H", "H", "H", "H", "H", "H", "H", "H"], "positions_angstrom": [[-2.2376, 0.9600, -1.4889], [-2.2014, -0.1906, -0.4842], [-0.8755, -0.9418, -0.2956], [0.2130, 0.0422, -0.1516], [1.2052, -0.4320, 0.8130], [2.5489, 0.2319, 0.5760], [3.9184, -0.5729, 1.4673], [-1.5531, 1.7165, -1.1119], [-2.0043, 0.7253, -2.5261], [-3.2280, 1.4154, -1.5134], [-2.3816, 0.2810, 0.4904], [-3.0171, -0.8986, -0.6381], [-0.7973, -1.5343, -1.2091], [-1.0487, -1.5571, 0.5898], [-0.2767, 0.8419, 0.2353], [1.3504, -1.4967, 0.6427], [0.8718, -0.3276, 1.8508], [2.8344, 0.1118, -0.4642], [2.5219, 1.2877, 0.7998], [4.1572, 0.3379, 2.4181]], "lowdin_charge": [-0.11, -0.27, -0.25, -0.07, -0.33, -0.56, 0.69, 0.06, 0.07, 0.07, 0.10, 0.10, 0.11, 0.11, 0.09, 0.10, 0.12, 0.06, 0.07, -0.16]}

***

C:
{"formula": "C5H13NS", "method": "ωB97M-V/def2-TZVPD", "spin_multiplicity": 1, "e_homo_ev": -8.468, "smiles": "C=C(C)C.CSN", "orbital_gap_ev": 9.211, "elements": ["C", "C", "C", "C", "H", "H", "H", "H", "H", "H", "H", "H", "C", "S", "N", "H", "H", "H", "H", "H"], "positions_angstrom": [[-0.6676, -0.5773, -0.5352], [-0.7187, -1.8817, -0.1273], [-0.3657, -3.0062, -0.9970], [-1.1138, -2.1996, 1.2880], [-0.9205, 0.1527, 0.1496], [-0.5244, -0.1349, -1.5023], [-0.3374, -2.6253, -2.0711], [0.6699, -3.2983, -0.6533], [-0.9067, -3.9123, -0.7933], [-0.6943, -1.3655, 1.9958], [-0.5516, -3.1518, 1.6993], [-2.2214, -2.3032, 1.4925], [0.0556, 3.0771, 0.7588], [1.0181, 2.0677, -0.3810], [2.1872, 3.2117, -0.8158], [-0.5440, 3.8171, 0.2741], [0.7798, 3.6898, 1.2791], [-0.4880, 2.3061, 1.2065], [2.3248, 3.4067, -1.8831], [3.0190, 2.7274, -0.3845]], "lowdin_charge": [-0.02, -0.45, -0.10, -0.10, -0.01, 0.04, 0.10, 0.10, 0.07, 0.10, 0.10, 0.09, -0.38, 0.74, -0.41, 0.02, 0.03, -0.01, 0.07, 0.02]}

***

D:
{"formula": "C5H13NS", "method": "ωB97M-V/def2-TZVPD", "spin_multiplicity": 1, "e_homo_ev": -8.641, "smiles": "CCN[C@@H](C)CS", "orbital_gap_ev": 9.451, "elements": ["C", "C", "N", "C", "C", "C", "S", "H", "H", "H", "H", "H", "H", "H", "H", "H", "H", "H", "H", "H"], "positions_angstrom": [[-0.2033, -1.4972, 1.8600], [0.4144, -0.1078, 2.0249], [0.6647, 0.5348, 0.7157], [-0.2060, 0.4202, -0.4592], [-0.8418, 1.7847, -0.6299], [0.6374, 0.0078, -1.6853], [-0.6528, -0.1362, -3.1158], [-0.0670, -1.8699, 0.7956], [0.4393, -2.2195, 2.3491], [-1.2609, -1.7537, 1.9253], [1.3472, -0.2422, 2.5999], [-0.1989, 0.5946, 2.6142], [1.5845, 0.1483, 0.5151], [-1.0376, -0.2816, -0.4489], [-0.0309, 2.4905, -0.7749], [-1.3731, 1.8035, -1.6024], [-1.5511, 1.9809, 0.1655], [1.4068, 0.7347, -1.9365], [1.0660, -1.0078, -1.5895], [-0.1370, -1.3843, -3.3231]], "lowdin_charge": [-0.11, -0.25, -0.06, -0.53, -0.09, -0.42, 0.66, 0.08, 0.06, 0.07, 0.11, 0.10, 0.10, 0.11, 0.08, 0.04, 0.08, 0.07, 0.07, -0.15]}

***

It turns out B is the most stable, with the second structure 0.752 eV higher.

***

A:
{"formula": "C8H8NO4S", "method": "ωB97M-V/def2-TZVPD", "spin_multiplicity": 1, "total_charge": -1, "e_homo_ev": [-4.195, -4.196], "orbital_gap_ev": [7.455, 7.456], "elements": ["C", "C", "C", "C", "C", "C", "C", "C", "N", "O", "O", "O", "O", "S", "H", "H", "H", "H", "H", "H", "H", "H"], "positions_angstrom": [[-3.7527, 0.0681, -0.3362], [-3.0561, 1.0092, 0.4678], [-3.0599, -0.9242, -0.9758], [-1.6188, 0.9969, 0.5572], [-1.6557, -1.0329, -0.7678], [-0.9660, -0.1285, 0.0897], [2.9808, 1.1870, -0.3388], [3.5414, -0.2016, -0.2189], [0.4797, -0.2037, 0.2755], [3.0432, 1.7898, 0.7589], [2.4484, 1.6295, -1.3592], [1.5931, -2.4508, 0.9428], [4.0648, -0.4509, 0.9957], [1.3897, -1.5119, -0.2084], [-4.7895, -0.1094, -0.1775], [-3.6219, 1.8599, 0.8905], [-3.7763, -1.5707, -1.5465], [-1.1223, 1.5942, 1.3520], [-1.0394, -1.8326, -1.2425], [4.0169, -0.6737, -1.1412], [1.0874, 0.6854, 0.4035], [3.8131, 0.2710, 1.5793]], "lowdin_charge": [-0.16, -0.08, -0.12, -0.04, -0.04, -0.29, -0.81, -0.17, -0.25, -0.06, -0.03, -0.61, -0.01, 0.85, 0.08, 0.09, 0.11, 0.12, 0.08, 0.13, 0.11, 0.09]}

***

B:
{"formula": "C8H8NO4S", "method": "ωB97M-V/def2-TZVPD", "spin_multiplicity": 1, "total_charge": -1, "e_homo_ev": -4.888, "orbital_gap_ev": 8.284, "elements": ["C", "C", "C", "C", "C", "C", "C", "C", "N", "O", "O", "O", "O", "S", "H", "H", "H", "H", "H", "H", "H", "H"], "positions_angstrom": [[-2.9618, -0.2202, -0.8465], [-1.9224, -0.5420, -1.7517], [-2.6023, 0.1801, 0.3779], [-0.5854, -0.3276, -1.4548], [-1.2841, 0.0928, 0.8549], [-0.2528, -0.1419, -0.0958], [1.9032, -1.5267, 0.2050], [1.1047, -0.1363, 0.4410], [1.2747, 0.4869, 1.8646], [1.7792, -2.5143, 0.9525], [3.2703, 1.3039, 0.1187], [2.7240, -1.3564, -0.7684], [1.0611, 2.0607, -0.6709], [2.2249, 0.7458, -0.7196], [-3.9571, -0.4584, -1.2382], [-2.0528, -0.5623, -2.8046], [-3.3865, 0.4595, 1.1137], [0.2792, -0.5507, -2.1822], [-1.0833, 0.3490, 1.9038], [1.0364, -0.1648, 2.5489], [1.1709, 2.3713, 0.1906], [2.2599, 0.4518, 1.9612]], "lowdin_charge": [-0.13, -0.09, -0.13, -0.04, -0.01, -0.22, -0.63, -0.44, 0.08, -0.02, -0.46, -0.15, -0.32, 0.97, 0.10, 0.08, 0.10, 0.14, 0.11, 0.04, -0.02, 0.04]}

***

It turns out B is the most stable, with the second structure 0.707 eV higher.